Model i:
{"formula": "C5H11NO2", "method": "ωB97M-V/def2-TZVPD", "orbital_gap_ev": 8.09, "symbols": ["C", "C", "N", "C", "C", "C", "H", "H", "H", "H", "H", "H", "H", "H", "H", "O", "H", "H", "O"], "xyz": [[-0.22906, -0.81992, 2.14908], [0.91760, -0.84928, 1.10311], [0.68129, 0.22631, 0.30052], [-0.40488, 0.91672, 0.68671], [-0.81549, 0.45169, 1.93205], [-0.93266, 1.99010, -0.24565], [-0.12092, -1.22847, 3.12973], [1.87185, -1.34129, 1.00233], [0.97038, 0.32693, -0.72929], [-1.74453, 0.76550, 2.41224], [-0.94329, 1.54472, -1.23553], [-0.30864, 2.88311, -0.26463], [-1.98380, 2.24131, 0.00393], [0.02832, -1.59171, 1.10710], [-0.99795, -1.55918, -2.61415], [-0.33592, -1.90463, -1.99212], [1.67227, 0.56683, -2.83564], [0.00142, -0.94561, -1.88799], [0.97327, 0.32304, -2.23289]], "nbo_charge": [-0.2343, -0.1559, -0.4457, 0.2783, -0.2684, -0.6698, 0.2636, 0.2773, 0.4879, 0.2375, 0.2829, 0.2471, 0.2233, 0.3229, 0.4525, -1.0006, 0.4634, 0.4988, -1.2609]}

=====

Model ii:
{"formula": "C5H11NO2", "method": "ωB97M-V/def2-TZVPD", "orbital_gap_ev": 8.47, "symbols": ["C", "C", "C", "H", "H", "H", "H", "H", "H", "C", "N", "C", "O", "O", "H", "H", "H", "H", "H"], "xyz": [[1.86303, -1.66285, 1.35195], [1.53518, -0.49841, 0.52412], [1.76875, 0.46611, -0.23127], [-0.17025, -0.29617, 0.53414], [1.62980, -1.46773, 2.40156], [1.27115, -2.52952, 1.04791], [2.92179, -1.92703, 1.27802], [2.52055, 0.92794, -0.84150], [0.53582, 1.08645, -0.64219], [-1.20020, 0.23533, 0.24729], [-1.19034, 0.84537, -2.12218], [-0.83857, 1.19921, -0.79385], [-2.00132, -0.84281, -0.15747], [-1.70499, 0.88227, 1.39271], [-1.28122, 0.50207, 2.17056], [-2.84742, -0.48492, -0.46125], [-0.96935, -0.12188, -2.32661], [-0.77797, 1.45258, -2.81787], [-1.06444, 2.23401, -0.55405]], "nbo_charge": [-0.6737, -0.0353, -0.3596, 0.1677, 0.2323, 0.2374, 0.2285, 0.2450, 0.1781, 0.3192, -0.8285, -0.1826, -0.7176, -0.7188, 0.4742, 0.4746, 0.3751, 0.3669, 0.2172]}

=====

Relative energies in eV: model i 0.000; model ii 0.523

=====

Model i:
{"formula": "C5H11NO2", "method": "ωB97M-V/def2-TZVPD", "orbital_gap_ev": 9.11, "symbols": ["C", "C", "N", "C", "C", "C", "H", "H", "H", "H", "H", "H", "H", "H", "H", "O", "H", "H", "O"], "xyz": [[0.38080, 0.04432, 1.60612], [0.30556, -1.29404, 1.22045], [-0.61033, -1.35220, 0.21684], [-1.22454, -0.13467, 0.02563], [-0.63495, 0.75761, 0.92911], [-2.41616, 0.05521, -0.85074], [0.77479, 0.28478, 2.58526], [1.00223, -2.05578, 1.52820], [-0.86404, -2.22906, -0.20464], [-0.88471, 1.79602, 1.07624], [-2.45877, 1.08199, -1.14061], [-2.35011, -0.63560, -1.70125], [-3.28301, -0.35395, -0.27272], [2.30712, -0.19958, -0.19623], [3.52960, 0.22897, -0.78970], [3.23985, -0.46459, -0.18922], [1.32331, 2.23094, -1.36221], [0.54266, 0.95849, -0.99451], [1.32070, 1.28117, -1.48600]], "nbo_charge": [-0.3144, -0.0734, -0.5037, 0.1100, -0.3345, -0.6394, 0.2268, 0.2294, 0.4137, 0.2263, 0.2342, 0.2180, 0.2234, 0.4773, 0.4660, -0.9482, 0.4713, 0.4851, -0.9680]}

=====

Model ii:
{"formula": "C5H11NO2", "method": "ωB97M-V/def2-TZVPD", "orbital_gap_ev": 9.98, "symbols": ["C", "C", "O", "H", "H", "H", "H", "H", "H", "C", "C", "C", "N", "O", "H", "H", "H", "H", "H"], "xyz": [[-1.67758, 0.18799, -0.68304], [-1.79394, 1.13844, 0.49577], [-2.30037, 0.76595, -1.79308], [-1.62207, 1.18770, -2.36294], [-2.18224, -0.75850, -0.45664], [0.14113, -0.21327, 0.38679], [-0.88587, 1.73557, 0.61516], [-2.64788, 1.81564, 0.40081], [-1.96446, 0.56833, 1.41393], [2.48301, -0.13032, 0.67703], [1.16538, -0.81028, 0.78816], [-0.19045, -0.39486, -1.24057], [0.91160, -1.89845, 1.40069], [0.52938, 0.39263, -1.86298], [1.75950, -2.30957, 1.80755], [-0.27302, -1.46202, -1.48620], [3.26841, -0.81182, 0.33884], [2.79348, 0.32310, 1.62262], [2.48601, 0.67373, -0.06189]], "nbo_charge": [0.0330, -0.6603, -0.7119, 0.4852, 0.1677, 0.1895, 0.2107, 0.2413, 0.2183, -0.7214, 0.1781, 0.3483, -0.6097, -0.5856, 0.3351, 0.1587, 0.2352, 0.2407, 0.2469]}

=====

Model iii:
{"formula": "C5H11NO2", "method": "ωB97M-V/def2-TZVPD", "orbital_gap_ev": 10.02, "symbols": ["C", "C", "O", "H", "H", "H", "H", "H", "H", "C", "C", "C", "N", "O", "H", "H", "H", "H", "H"], "xyz": [[2.07803, -1.00196, -0.31419], [2.66943, 0.07714, 0.25555], [0.54753, 0.72735, -1.21138], [0.28934, 1.21220, -2.00373], [2.46364, -1.44260, -1.22498], [1.22345, -1.48712, 0.13737], [2.36170, 0.40686, 1.23709], [1.54303, 0.96163, -0.80421], [3.63057, 0.42987, -0.09054], [-1.35894, 0.95583, 1.34657], [-1.92718, 0.66201, -0.00852], [-1.92341, -0.77700, -0.43859], [-1.72698, -1.70544, 0.39522], [-2.35652, 1.50295, -0.76446], [-1.84544, -2.63951, 0.00492], [-2.06117, -0.91554, -1.51606], [-1.72560, 0.22113, 2.06555], [-0.27481, 0.83709, 1.28804], [-1.60666, 1.97512, 1.64637]], "nbo_charge": [-0.2483, -0.5460, -1.0076, 0.4821, 0.1966, 0.2074, 0.2112, 0.5023, 0.2126, -0.7240, 0.5503, 0.0567, -0.5974, -0.5305, 0.3462, 0.1695, 0.2436, 0.2439, 0.2312]}

=====

Model iv:
{"formula": "C5H11NO2", "method": "ωB97M-V/def2-TZVPD", "orbital_gap_ev": 9.88, "symbols": ["O", "C", "O", "C", "C", "C", "C", "N", "H", "H", "H", "H", "H", "H", "H", "H", "H", "H", "H"], "xyz": [[-2.34199, -0.07615, -1.40527], [-1.46505, 0.65370, -1.04737], [-1.72206, 1.99490, -0.77989], [0.02357, 0.31561, -0.79864], [0.43356, 0.23695, 0.70798], [-0.50332, -0.77217, 1.40678], [1.88727, -0.15257, 0.90629], [0.27718, -0.87189, -1.56627], [-2.31324, 2.40539, -1.37431], [0.61010, 1.18923, -1.19961], [0.19870, 1.18033, 0.96613], [-0.22899, -0.72251, 2.56098], [-1.55546, -0.37926, 1.22792], [-0.41798, -1.73113, 1.10730], [2.37185, 0.64816, 1.54142], [2.12727, -1.09025, 1.20415], [2.34031, -0.00703, -0.04775], [-0.36080, -1.15853, -2.29275], [0.63906, -1.66281, -1.11709]], "nbo_charge": [-0.5641, 0.7930, -0.7345, -0.1343, -0.1998, -0.5914, -0.6188, -0.8625, 0.4951, 0.1942, 0.2078, 0.2048, 0.2104, 0.1989, 0.2176, 0.2104, 0.2166, 0.3895, 0.3669]}

=====

Relative energies in eV: model i 0.000; model ii 2.507; model iii 2.121; model iv 0.412

=====

Model i:
{"formula": "C5H11NO2", "method": "ωB97M-V/def2-TZVPD", "orbital_gap_ev": 9.79, "symbols": ["C", "C", "N", "H", "H", "H", "H", "H", "H", "H", "C", "C", "C", "O", "O", "H", "H", "H", "H"], "xyz": [[1.83840, -0.11136, -0.20848], [1.76494, 1.37858, 0.09214], [2.97766, -0.67685, 0.44024], [2.96263, -0.52481, 1.44383], [3.11019, -1.66132, 0.24288], [1.95018, -0.30298, -1.27918], [-1.85683, 0.39207, -1.09704], [0.89730, 1.81079, -0.40250], [1.69468, 1.52085, 1.17159], [2.68423, 1.86724, -0.22693], [0.40094, -0.83906, 0.36559], [-3.08915, 0.28509, -0.96387], [-3.70075, 0.57697, 0.17120], [0.02636, -1.76698, -0.56331], [0.41138, -1.12406, 1.55188], [-0.30403, -2.54969, -0.09638], [-3.69391, 0.05678, -1.83555], [-4.72169, 0.28573, 0.39031], [-3.35253, 1.38302, 0.80357]], "nbo_charge": [-0.0794, -0.6227, -0.8083, 0.3716, 0.3683, 0.2072, 0.1920, 0.2121, 0.2123, 0.2180, 0.7275, -0.3806, -0.4031, -0.6976, -0.5974, 0.4895, 0.2003, 0.1909, 0.1993]}

=====

Model ii:
{"formula": "C5H11NO2", "method": "ωB97M-V/def2-TZVPD", "orbital_gap_ev": 10.49, "symbols": ["C", "C", "C", "N", "C", "C", "O", "O", "H", "H", "H", "H", "H", "H", "H", "H", "H", "H", "H"], "xyz": [[1.03714, 1.27351, -0.66352], [1.95525, 1.03212, -1.85024], [-0.36316, 0.74808, -0.89372], [-1.11324, 0.38863, 0.19925], [-0.72265, -0.06889, 1.51099], [-0.83441, -1.58786, 1.67621], [0.43748, -2.24959, 1.52512], [-0.88335, 0.73067, -1.99201], [1.40927, 0.84454, 0.26407], [0.86590, 2.33323, -0.46001], [2.78197, 1.73444, -1.92651], [2.36128, 0.02327, -1.90938], [1.35180, 1.18669, -2.72754], [-2.02367, 0.13185, -0.13398], [-1.24205, 0.51209, 2.27791], [0.31574, 0.13244, 1.70999], [-1.50899, -2.00666, 0.94619], [-1.15968, -1.89879, 2.65962], [0.95135, -1.81948, 0.82321]], "nbo_charge": [-0.5026, -0.6133, 0.6827, -0.6246, -0.2577, -0.0737, -0.7178, -0.6228, 0.1997, 0.2372, 0.2128, 0.2069, 0.2378, 0.3985, 0.2072, 0.2130, 0.1688, 0.1872, 0.4608]}

=====

Model iii:
{"formula": "C5H11NO2", "method": "ωB97M-V/def2-TZVPD", "orbital_gap_ev": 8.53, "symbols": ["C", "C", "N", "C", "H", "H", "H", "H", "H", "H", "H", "O", "C", "O", "C", "H", "H", "H", "H"], "xyz": [[0.84153, -2.32088, -0.72607], [1.64547, -1.57729, 0.04140], [1.26090, -0.63783, 0.97952], [2.08512, 0.54755, 1.08569], [-0.23555, -2.21547, -0.68561], [1.26091, -3.07269, -1.37703], [2.71808, -1.73802, -0.01449], [0.26629, -0.45065, 0.95170], [1.82065, 1.08966, 1.99331], [3.12835, 0.24878, 1.20244], [2.02558, 1.23731, 0.23668], [-1.63595, 0.39575, 1.00814], [-2.12960, 0.72759, -0.03451], [-3.16223, 0.04501, -0.56534], [-1.71828, 1.87549, -0.88325], [-3.37297, -0.68096, 0.04866], [-2.18946, 1.83854, -1.85907], [-0.63386, 1.86864, -0.99157], [-1.97499, 2.81946, -0.41057]], "nbo_charge": [-0.5340, 0.0216, -0.6198, -0.4038, 0.1847, 0.2045, 0.1799, 0.3952, 0.2036, 0.1951, 0.1659, -0.6181, 0.8039, -0.6774, -0.7317, 0.4969, 0.2385, 0.2458, 0.2492]}

=====

Model iv:
{"formula": "C5H11NO2", "method": "ωB97M-V/def2-TZVPD", "orbital_gap_ev": 8.79, "symbols": ["O", "C", "C", "C", "C", "C", "N", "H", "H", "H", "H", "H", "H", "H", "H", "H", "H", "H", "O"], "xyz": [[0.91427, 0.46375, -1.96450], [0.22112, -0.52004, -1.87099], [-1.28088, -0.40007, -1.72260], [-1.65970, 0.09276, -0.31122], [-0.95671, -0.51059, 0.87282], [0.35181, -0.36217, 1.12890], [0.98444, -1.09957, 2.09477], [0.64605, -1.53341, -1.97506], [-1.81015, -1.32867, -1.91800], [-1.61479, 0.30220, -2.48629], [-2.72420, -0.07686, -0.20638], [-1.85276, 1.17800, -0.26819], [-1.56480, -1.14885, 1.50048], [0.82350, 0.44827, 0.60703], [1.81530, -0.75501, 2.53442], [0.37463, -1.58696, 2.72514], [3.08442, 1.87317, 0.61280], [1.99022, 2.61800, -0.11974], [2.25821, 2.34607, 0.76662]], "nbo_charge": [-0.5506, 0.4619, -0.5096, -0.4327, -0.3340, 0.0080, -0.8066, 0.1147, 0.2083, 0.2311, 0.2172, 0.2166, 0.1849, 0.2286, 0.3814, 0.3744, 0.4683, 0.4788, -0.9405]}

=====

Relative energies in eV: model i 2.332; model ii 0.000; model iii 0.189; model iv 1.293